A structure of composition C25H28B2CeF4N4O4Te at a distorted geometry. Source: OMol25; level of theory: wB97M-V/def2-TZVPD.

## Properties
strongest force on any atom: 2.003 eV/Å
energy above the lowest of the compared OMol25 structures with the same formula, charge and spin: 0.9739 eV

ORCA input file:
```
! wB97M-V def2-TZVPD RIJCOSX def2/J DEFGRID3
* xyz 2 1
Ce 4.2740 16.8272 11.6329
C 1.0989 14.5330 14.0373
C 2.0867 15.4029 13.3781
N 2.6187 15.2692 12.2036
O 2.2899 14.3108 11.2765
B 2.7901 14.2253 9.9469
F 2.0756 13.4448 9.1719
F 2.5309 16.9721 10.1652
O 3.9399 14.7511 9.2180
N 4.6986 15.8143 9.5523
C 5.5281 16.4064 8.7674
C 5.9789 16.0094 7.4190
C 6.1235 17.6176 9.4284
N 5.2034 18.2205 10.1105
O 5.4368 18.9242 11.2727
B 4.2776 19.5144 12.2100
F 3.1570 19.5641 11.4325
F 4.7776 20.5031 12.8505
O 3.9906 18.3361 13.3504
N 2.8150 17.5883 13.3112
C 2.8141 16.5499 14.0832
C 3.6128 16.3439 15.3602
C 7.5714 17.9875 9.3453
H 0.6453 13.8196 13.3375
H 0.3393 15.1498 14.4867
H 1.5397 13.9588 14.8524
H 5.3613 15.1427 7.0994
H 7.0116 15.6879 7.4232
H 5.8972 16.8321 6.6965
H 3.7978 17.2799 15.8557
H 4.5633 15.8482 15.1897
H 3.0338 15.7112 16.0443
H 7.7665 18.3864 8.3559
H 8.2708 17.1634 9.4629
H 7.8017 18.7612 10.0571
C 5.7086 15.1577 12.2466
C 6.9143 14.9445 12.0184
C 8.2748 14.4969 11.8700
C 8.7573 14.1233 10.6129
C 9.9870 13.5028 10.5196
C 10.7786 13.3000 11.6494
C 10.3164 13.6922 12.8947
C 9.0702 14.2778 13.0148
H 8.1376 14.2747 9.7271
H 10.2992 13.1581 9.5302
H 11.7527 12.8264 11.5758
H 10.9484 13.5614 13.7750
H 8.6602 14.5140 13.9719
C -2.1057 21.4221 5.8520
C -1.1273 20.6204 6.6360
C 0.0233 21.2013 7.1692
C 0.9411 20.4639 7.9139
C 2.1022 21.1617 8.5444
C 0.6964 19.0653 8.0122
Te 2.3639 17.9447 8.0953
C -0.4788 18.4685 7.4981
C -0.8070 17.0357 7.7248
C -1.3332 19.2622 6.7813
H -1.9465 22.4905 5.9830
H -3.1217 21.1727 6.1531
H -2.0393 21.1667 4.7786
H 0.1713 22.2664 7.0977
H 1.9167 22.2107 8.5639
H 3.0414 20.9987 8.0014
H 2.2328 20.8480 9.5959
H -0.2292 16.5551 8.5242
H -0.6613 16.4742 6.7901
H -1.8329 16.8996 7.9874
H -2.2391 18.8475 6.3594
*
```

Atom charges from the Löwdin analysis, given in e for atoms 1 to 2:
1. Ce 1.253
2. C 0.044